A 3-piece molecular cluster, CH2O2S3 overall in a non-equilibrium geometry, computed with ωB97M-V/def2-TZVPD.

```
8
Properties=species:S:1:pos:R:3:forces:R:3:mulliken_charge:R:1
C 1.45906 0.85502 -0.29929 0.67 1.24 -0.16 -0.022
O 0.90981 -1.81866 1.31192 1.01 -0.23 2.37 -0.379
O -0.57992 -2.37187 -0.50486 0.88 0.85 0.18 -0.420
S 2.45702 1.15615 0.81300 -0.02 -0.04 0.01 -0.045
S -1.92034 0.84218 -0.65456 -0.95 -0.79 -0.31 -0.333
S 0.43893 -1.49036 0.03409 -2.38 -1.91 -2.44 0.829
H -1.98172 1.54512 0.47060 0.43 0.42 0.08 0.166
H -0.78284 1.28242 -1.17088 0.34 0.47 0.26 0.205
```
Positions in Å, forces in eV/Å.

Values from the calculation:
Multiplicity   1
E_tot   -37666.818 eV
Energy above the lowest of the compared OMol25 structures with the same formula, charge and spin   55.10 kcal/mol
Kohn-Sham gap   8.7 eV
Maximum force   3.9 eV Å⁻¹

C23H31N3O4PbS as an isolated structure in a non-equilibrium geometry, computed with ωB97M-V/def2-TZVPD.

```
63
Properties=species:S:1:pos:R:3:forces:R:3:mulliken_charge:R:1
Pb -0.43825 -0.32085 -0.37413 2.10 0.09 -0.47 1.273
C -1.91653 2.38819 3.32017 -0.16 0.13 -0.24 -1.625
C -1.08292 1.32487 2.67213 -0.31 0.37 -0.01 1.096
O -1.24142 1.12412 1.46334 0.14 0.00 0.03 -0.492
C -0.11915 0.58092 3.49011 0.31 -0.20 0.38 0.462
C -0.05153 0.78881 4.86133 -0.42 0.20 -0.97 -0.498
C 0.81285 0.06426 5.67898 0.42 -0.34 0.19 -0.683
C 1.70773 -0.86092 5.12824 0.03 0.03 -0.03 -0.596
C 1.72921 -1.06032 3.77753 0.07 -0.18 -0.01 -0.523
C 0.79093 -0.39969 2.89482 -0.17 0.07 0.08 0.434
O 0.80875 -0.70999 1.68145 -0.03 -0.05 -0.05 -0.454
H -2.49145 2.89575 2.55130 0.00 -0.01 -0.03 0.333
H -1.30549 3.12163 3.83975 0.11 0.02 0.09 0.453
H -2.61613 1.96099 4.03575 0.00 -0.11 0.12 0.469
H -0.68594 1.52593 5.32745 -0.12 0.02 0.01 0.442
H 0.79761 0.22839 6.74566 0.00 0.03 0.08 0.444
H 2.38221 -1.40741 5.76944 0.07 -0.02 0.04 0.437
H 2.42189 -1.74605 3.30971 0.00 -0.05 -0.01 0.505
O 3.41557 -0.98788 -2.56042 0.13 -0.97 -0.66 -0.590
C 2.41202 -0.64147 -2.00597 2.15 3.58 1.24 0.541
O 1.28205 -1.12687 -1.87212 -3.28 -1.86 0.43 -0.591
C 2.53150 0.80856 -1.30824 0.37 -1.69 -1.12 0.320
C 3.65885 1.56248 -1.58307 -0.15 0.57 0.42 -0.559
C 3.72363 2.82545 -1.00763 0.17 -0.28 -0.21 -0.461
C 2.68549 3.25856 -0.19327 -0.29 -0.03 0.19 -0.848
C 1.60402 2.41836 0.02238 0.41 0.61 0.06 -0.483
N 1.54544 1.21739 -0.54547 -1.15 -0.28 0.44 0.193
H 4.43695 1.16440 -2.21896 -0.09 -0.07 0.03 0.601
H 4.58052 3.45627 -1.20081 -0.02 0.09 0.06 0.462
H 2.71026 4.23458 0.26896 -0.02 0.02 0.01 0.469
H 0.76540 2.70572 0.63855 -0.06 0.12 0.10 0.582
C -6.13970 1.72593 -6.59385 -0.08 -0.13 0.10 -1.140
C -6.40863 2.11296 -5.15009 0.05 0.23 -0.03 -0.615
C -5.16666 2.09455 -4.26479 -0.18 -0.28 0.00 0.322
C -4.58262 0.68914 -4.06509 -0.38 0.29 -0.44 -1.197
N -3.48684 0.74677 -3.10896 0.34 -0.03 0.50 -0.005
C -2.27363 1.23127 -3.35733 -0.62 -0.20 -0.34 0.548
S -1.29777 1.73359 -2.00235 0.10 0.22 0.03 -0.180
N -1.84483 1.42551 -4.58629 -0.49 -0.20 0.34 -0.023
C -0.50308 1.78946 -4.99171 0.79 0.16 -0.48 -0.560
C -0.47932 2.96372 -5.97156 0.14 0.17 0.40 -0.797
C -0.55680 4.33103 -5.29178 -0.14 -0.09 -0.25 -0.465
C -1.89796 4.62370 -4.63622 0.24 0.14 -0.03 -0.831
H -7.03507 1.88592 -7.18834 0.02 0.00 -0.14 0.385
H -5.87563 0.67298 -6.68674 0.04 -0.07 -0.07 0.321
H -5.33511 2.32610 -7.01492 0.07 0.08 -0.11 0.270
H -7.17660 1.46176 -4.72966 -0.04 0.00 0.08 0.352
H -6.80892 3.13053 -5.12601 -0.03 -0.10 0.05 0.339
H -5.42674 2.49357 -3.28318 0.07 0.05 0.08 0.354
H -4.40072 2.74460 -4.69216 0.06 0.11 0.00 -0.191
H -4.23583 0.26232 -5.00809 -0.04 -0.13 0.07 0.353
H -5.34277 0.02074 -3.65867 0.13 -0.05 -0.06 0.355
H -3.76685 0.71709 -2.13760 0.13 0.16 -0.11 0.311
H -2.48426 1.24773 -5.35367 -0.07 -0.02 0.18 0.242
H -0.05442 0.91097 -5.46596 -0.03 0.02 0.14 0.313
H 0.07257 2.03235 -4.09612 0.02 -0.08 -0.13 0.279
H -1.29250 2.86031 -6.69228 -0.03 -0.06 -0.14 0.381
H 0.45449 2.90512 -6.53081 -0.02 -0.10 -0.04 0.367
H -0.36417 5.08774 -6.05370 0.07 0.04 0.08 0.357
H 0.23862 4.40571 -4.54753 0.12 0.06 -0.03 0.289
H -2.71019 4.50277 -5.34999 -0.16 -0.04 -0.02 0.216
H -1.91921 5.64951 -4.27849 -0.09 0.07 0.07 0.415
H -2.06968 3.97616 -3.77887 -0.17 -0.05 0.14 0.122
```
Positions in Å, forces in eV/Å.

Values from the calculation:
Total charge   +2
Multiplicity   1
E_tot   -53082.097 eV
Energy above the lowest of the compared OMol25 structures with the same formula, charge and spin   72.44 kcal/mol
Kohn-Sham gap (alpha / beta)   5.8 / 4.1 eV
Maximum force   4.4 eV Å⁻¹

A 2-piece molecular cluster, C5H6S overall in a non-equilibrium geometry, computed with ωB97M-V/def2-TZVPD.

```
12
Properties=species:S:1:pos:R:3:forces:R:3:mulliken_charge:R:1
C -0.77680 -1.77508 -0.21267 -3.07 -2.26 0.29 -0.148
C 0.15203 -1.06350 -0.12122 2.29 0.36 0.06 -0.338
C -2.71457 -0.21217 0.72019 0.44 -1.33 0.82 0.037
C 0.77919 1.16154 0.09336 0.64 0.54 3.64 -0.983
C 1.30245 -0.21721 -0.10417 2.20 -1.22 -1.86 -0.160
S -2.79416 1.02238 -0.17846 -0.49 1.51 -0.94 -0.172
H -1.60948 -2.44464 -0.16517 0.20 0.11 -0.27 0.483
H -0.12221 1.05783 0.71214 0.40 0.50 0.28 0.180
H 0.41882 1.56800 -0.78648 -0.23 1.08 -1.86 0.343
H 1.53416 1.77505 0.64475 -0.79 -0.04 -0.77 0.292
H 2.14002 -0.63584 0.59017 -1.59 1.05 -1.07 0.286
H 1.69056 -0.23635 -1.19245 0.00 -0.32 1.69 0.180
```
Positions in Å, forces in eV/Å.

Values from the calculation:
Multiplicity   3
E_tot   -16109.199 eV
Energy above the lowest of the compared OMol25 structures with the same formula, charge and spin   72.86 kcal/mol
Kohn-Sham gap (alpha / beta)   6.7 / 7.2 eV
Maximum force   3.8 eV Å⁻¹

A 3-piece molecular cluster, C6H14F2NO4S3 overall, computed with ωB97M-V/def2-TZVPD.

```
30
Properties=species:S:1:pos:R:3:forces:R:3:mulliken_charge:R:1
O 1.67415 -4.76499 2.46797 0.06 0.07 -0.20 -0.304
C 1.42530 -4.06379 1.56871 -0.04 0.07 0.11 0.570
F 2.12915 -3.93745 0.45221 -0.09 -0.13 0.20 -0.161
N 0.23291 -3.19724 1.54933 0.02 0.02 0.09 -0.048
S -0.83915 -3.63071 0.28027 0.33 0.06 -0.80 0.103
C 0.51143 -1.74517 1.45988 -0.40 -0.44 -0.14 0.512
O 0.15357 -0.97002 2.24912 0.14 0.02 0.34 -0.278
F 1.09936 -1.48896 0.31845 0.44 0.38 -0.18 -0.172
H -1.12655 -4.86659 0.74604 -0.23 0.01 0.27 0.365
H -1.92480 -3.02126 0.80164 -0.18 -0.12 0.13 0.343
C 0.86222 3.19127 1.01981 0.03 0.05 -0.01 -0.959
S -0.53158 2.27136 1.68284 0.16 0.02 0.08 0.698
O -1.70817 2.58819 0.83203 -0.07 -0.05 -0.14 -0.660
C -0.68345 3.22721 3.19326 -0.05 0.05 0.04 -1.086
H 1.09425 2.78026 0.03935 -0.01 -0.02 0.00 0.254
H 0.58913 4.24183 0.92588 -0.03 0.00 -0.01 0.365
H 1.72136 3.07492 1.68025 0.00 -0.01 0.00 0.367
H -0.84326 4.27499 2.94101 -0.02 0.00 -0.02 0.352
H 0.22042 3.10700 3.78995 0.00 -0.02 0.00 0.365
H -1.54047 2.84343 3.74206 -0.01 -0.01 -0.01 0.319
C 0.75585 -0.32955 -4.01297 -0.08 -0.22 -0.13 -1.064
S 0.03520 -0.60830 -2.39803 0.20 0.59 0.01 0.710
O -0.74125 -1.88740 -2.44012 -0.12 -0.26 0.28 -0.681
C -1.14378 0.73997 -2.47240 -0.13 -0.11 0.00 -1.001
H 1.49553 -1.10752 -4.18849 0.01 0.00 0.01 0.326
H -0.02539 -0.38115 -4.77066 0.00 0.00 0.00 0.349
H 1.23851 0.64670 -4.02124 -0.01 0.00 0.05 0.370
H -1.78797 0.60717 -3.34104 0.01 -0.02 -0.01 0.401
H -0.60361 1.68389 -2.53406 0.01 0.00 0.03 0.352
H -1.73889 0.72193 -1.56106 0.04 0.07 0.04 0.291
```
Positions in Å, forces in eV/Å.

Values from the calculation:
Total charge   +1
Multiplicity   1
E_tot   -54058.527 eV
Kohn-Sham gap   6.0 eV
Maximum force   0.9 eV Å⁻¹

A 10-piece molecular cluster, C17H56B3O16P overall, computed with ωB97M-V/def2-TZVPD.

```
93
Properties=species:S:1:pos:R:3:forces:R:3:mulliken_charge:R:1
C -5.00442 1.65501 0.58273 -0.06 0.25 0.28 -1.594
C -4.83466 2.65881 1.73127 -0.03 -0.15 0.04 0.920
C -5.55078 3.97363 1.41122 -0.23 -0.25 0.09 -1.599
C -3.35911 2.79808 2.17478 -0.04 0.10 -0.19 -1.575
C -2.57487 4.01353 1.68105 0.10 0.15 0.01 1.390
C -2.49942 4.07914 0.15350 -0.48 0.06 0.13 -1.431
C -1.20136 4.03290 2.39510 -0.10 0.07 0.09 -1.088
O -0.06575 4.16710 1.51524 -0.28 -0.37 0.33 -0.660
B 0.57562 3.03141 1.16967 -0.36 -0.13 0.10 0.402
O 0.29622 2.36394 -0.02403 0.21 0.82 -0.14 -0.175
B 1.41211 2.31182 -0.81374 0.19 -0.30 -0.40 0.592
O 2.64808 2.13603 -0.20729 -0.28 0.09 0.16 -0.521
B 2.62998 1.96315 1.16107 0.35 -0.35 0.39 0.097
C 3.74270 1.09615 1.86256 -0.30 0.18 -0.04 -0.084
P 3.48540 -0.66565 1.67874 0.71 0.08 -0.01 0.716
O 4.71948 -1.46255 1.76602 -0.01 -0.14 0.00 -0.712
O 2.74859 -0.84004 0.26471 -0.07 -0.12 0.18 -0.416
O 2.38497 -1.09779 2.73385 -0.24 0.14 -0.07 -0.515
O 1.62130 2.50344 1.92740 0.24 0.15 -0.42 0.272
H -4.83197 2.14275 -0.37559 0.09 -0.10 -0.13 0.303
H -4.32726 0.81888 0.71943 0.08 -0.12 -0.16 0.302
H -6.01052 1.23730 0.58890 -0.12 0.08 -0.14 0.446
H -5.36062 2.22786 2.58627 0.06 -0.06 0.11 0.490
H -5.24801 4.79005 2.06345 0.05 0.10 0.01 0.371
H -6.62296 3.83927 1.55681 -0.09 0.01 -0.05 0.486
H -5.40850 4.25261 0.36918 0.13 0.20 -0.02 0.215
H -3.32052 2.78513 3.26622 0.01 0.05 0.10 0.371
H -2.81117 1.91465 1.83505 0.01 -0.14 0.08 0.240
H -3.10160 4.90500 2.02424 0.03 0.10 -0.01 0.418
H -2.57585 3.08274 -0.27802 0.32 -0.07 -0.11 0.207
H -1.61094 4.58617 -0.20317 0.15 -0.07 -0.03 0.438
H -3.35513 4.63630 -0.21820 -0.05 0.02 -0.12 0.116
H -1.08203 3.12620 2.99347 0.06 -0.09 0.00 0.450
H -1.15552 4.86370 3.09336 0.09 0.12 -0.01 0.247
H 1.35784 2.44645 -1.99077 -0.05 -0.19 -0.01 -0.154
H 4.72209 1.26847 1.41905 0.09 0.08 -0.04 0.309
H 3.78193 1.32769 2.92480 0.17 -0.09 0.11 -0.034
H 3.47372 -0.97736 -0.35856 0.00 0.01 -0.36 0.295
H 2.82886 -1.67263 3.36928 -0.17 -0.18 0.16 0.329
C 2.79593 1.33881 5.66200 -0.09 0.10 -0.11 -0.470
O 1.93505 2.35601 5.17249 0.14 -0.11 0.05 -0.536
H 2.58003 1.21211 6.71976 0.00 0.00 0.02 0.303
H 2.61871 0.38517 5.15352 0.01 -0.01 0.04 0.115
H 3.85008 1.61342 5.55365 0.02 -0.03 0.03 0.266
H 2.11521 2.47060 4.23449 -0.19 0.08 -0.12 0.359
C -4.77421 -2.71887 1.16556 0.01 0.10 0.09 -0.558
O -4.51281 -1.43317 1.71865 0.01 -0.15 -0.02 -0.406
H -4.43354 -2.69781 0.13361 0.00 0.01 -0.02 0.202
H -4.23112 -3.50364 1.69851 0.00 -0.02 -0.03 0.256
H -5.84228 -2.95022 1.17687 0.00 -0.03 -0.03 0.268
H -4.80986 -1.43621 2.63174 0.00 0.04 0.04 0.260
C -5.23912 7.12227 -1.02974 -0.02 -0.09 -0.10 -0.566
O -4.80249 5.98530 -1.76542 -0.03 0.08 0.08 -0.487
H -4.59193 7.20777 -0.15995 0.01 -0.01 0.01 0.208
H -5.15649 8.03820 -1.62036 0.01 0.02 0.03 0.309
H -6.27161 7.00765 -0.68889 0.01 0.02 0.04 0.269
H -5.36515 5.89556 -2.53816 0.00 -0.05 -0.05 0.280
C 2.85356 -3.65055 -2.99224 -0.01 0.19 0.22 -0.388
O 3.04506 -2.24067 -2.80488 0.08 -0.02 -0.03 -0.343
H 3.23999 -3.91476 -3.97306 0.03 0.11 -0.04 0.317
H 3.38437 -4.22315 -2.23220 -0.06 -0.10 -0.04 0.257
H 1.78928 -3.89296 -2.95319 0.03 -0.12 -0.01 0.045
H 2.69753 -2.02208 -1.93656 -0.22 -0.07 -0.06 0.159
C 5.66565 -4.66651 1.42347 -0.01 0.08 0.07 -0.585
O 4.40335 -4.87563 0.79314 0.06 0.04 0.09 -0.473
H 6.17146 -5.62573 1.49865 -0.08 -0.06 -0.05 0.284
H 6.28417 -3.98196 0.84120 0.02 -0.01 0.01 0.247
H 5.53239 -4.25073 2.42370 0.08 -0.01 0.01 0.232
H 3.98271 -4.01233 0.73258 -0.03 0.03 -0.02 0.241
C 1.18755 -6.38071 -0.51052 0.36 0.07 0.05 -0.429
O 2.55299 -6.23112 -0.87546 -0.31 -0.15 -0.07 -0.440
H 0.61079 -6.47468 -1.42699 -0.02 -0.01 -0.02 0.045
H 1.02948 -7.27709 0.09523 -0.07 0.01 0.01 0.319
H 0.83275 -5.50344 0.04038 -0.11 -0.05 0.02 0.219
H 3.08189 -6.13631 -0.07480 0.17 0.13 -0.03 0.329
C 5.82869 -0.73170 -4.23918 -0.02 0.20 0.07 -0.375
O 6.06195 0.66901 -4.09438 0.05 -0.12 -0.08 -0.514
H 6.20890 -1.01816 -5.21663 0.02 0.01 -0.02 0.285
H 6.36176 -1.30317 -3.47425 -0.01 -0.05 -0.02 0.216
H 4.76486 -0.96508 -4.18335 0.00 -0.08 0.00 0.096
H 5.72843 0.93700 -3.23564 -0.03 0.05 0.03 0.285
C -0.72055 -5.27712 -3.82564 0.05 -0.04 -0.37 -0.303
O -1.46013 -5.88450 -4.88016 -0.07 -0.03 0.17 -0.544
H -1.29733 -5.39007 -2.91126 -0.04 -0.01 0.00 0.218
H 0.24880 -5.76954 -3.70205 0.01 0.06 0.10 0.211
H -0.57174 -4.21191 -4.02307 0.01 0.03 0.14 0.147
H -0.95424 -5.79103 -5.69002 0.01 0.00 -0.06 0.286
C -0.75729 -0.91032 -3.04972 0.06 -0.03 -0.13 -0.260
O -1.48710 -1.50298 -4.11683 0.03 -0.02 0.09 -0.536
H -1.37193 -0.97749 -2.15553 -0.03 0.00 0.00 0.237
H 0.18643 -1.43667 -2.87376 0.01 0.03 0.04 0.023
H -0.54317 0.14222 -3.25383 0.01 0.02 0.08 0.268
H -0.95157 -1.43036 -4.91051 -0.03 0.00 -0.07 0.290
```
Positions in Å, forces in eV/Å.

Values from the calculation:
Multiplicity   1
E_tot   -62622.278 eV
Kohn-Sham gap   10.1 eV
Maximum force   0.9 eV Å⁻¹
SMILES   CC(C)C[C@H](C)COB1OBOB(CP(=O)(O)O)O1.CO.CO.CO.CO.CO.CO.CO.CO.CO